(P)
The following is a DFT calculation (wB97M-V/def2-TZVPD) of a cluster of 2 separate species, C3H7O2S in total.

Frontier orbital gap in eV: 6.91
Total charge: -1

Geometry (Å):
O  -2.728  -0.278  0.636
C  -1.598  0.134  0.395
C  -0.950  -0.173  -0.852
C  0.531  0.041  -0.952
S  0.902  1.811  -0.604
H  -1.141  0.869  1.076
H  -1.162  -1.288  -1.057
H  -1.319  0.279  -1.779
H  1.198  -0.703  -0.392
H  0.883  -0.206  -1.931
H  2.140  0.340  1.291
H  1.148  -0.558  2.100
O  2.098  -0.268  2.070

Results of the Löwdin charge analysis, in e, for atoms 1 through 4: -0.017, -0.322, -0.333, -0.768

=====

(Q)
The following is a DFT calculation (wB97M-V/def2-TZVPD) of a cluster of 2 separate species, C3H7O2S in total.

Frontier orbital gap in eV: 7.97
Total charge: -1

Geometry (Å):
C  -1.087  -0.555  2.610
C  -1.873  -0.493  1.285
S  -1.085  0.805  0.187
H  -0.553  0.363  2.767
H  -0.483  -1.433  2.783
H  -1.886  -0.683  3.350
H  -1.932  -1.473  0.797
H  -2.835  -0.046  1.525
H  -0.088  -0.121  -0.499
O  2.956  -0.128  -1.845
C  1.836  0.081  -1.401
O  0.737  -0.498  -1.687
H  1.699  0.918  -0.634

Results of the Löwdin charge analysis, in e, for atoms 1 through 4: -0.215, -0.614, 0.522, 0.030

=====

It turns out (Q) is the most stable, with the second structure 0.522 eV higher.

=====

(P)
The following is a DFT calculation (wB97M-V/def2-TZVPD) of a structure of composition NO4P.

Frontier orbital gap in eV: 5.60
Total charge: -2

Geometry (Å):
N  -1.010  -0.171  -0.513
O  1.104  1.355  0.739
O  1.782  -0.491  -0.811
O  -2.134  0.394  -0.241
O  -0.388  -1.200  0.823
P  0.647  0.114  0.003

Results of the Löwdin charge analysis, in e, for atoms 1 through 4: -0.397, -0.500, -0.500, -0.387

=====

(Q)
The following is a DFT calculation (wB97M-V/def2-TZVPD) of the ion NO4P with charge -2.

Frontier orbital gap (alpha / beta) in eV: 6.69 / 6.64
SMILES string: O=NP(=O)([O-])[O-]
Total charge: -2

Geometry (Å):
N  0.822  0.951  -0.117
O  0.596  -1.553  -0.075
O  -1.692  -0.414  -0.477
O  0.890  1.169  -1.346
O  -0.458  -0.159  1.879
P  -0.372  -0.462  0.376

Results of the Löwdin charge analysis, in e, for atoms 1 through 4: -0.170, -0.514, -0.557, -0.257

=====

It turns out (Q) is the most stable, with the second structure 2.126 eV higher.